1.
Here is an isolated ion of composition C6H5IN3 and charge +1 in a non-equilibrium geometry from the Open Molecules 2025 dataset. Energies are from ωB97M-V/def2-TZVPD.

Cartesian coordinates (Å):
I  1.550  -1.423  -4.827
N  0.768  -1.113  -3.146
C  1.028  -0.596  -2.041
C  0.140  -0.951  -0.802
C  -0.734  -0.090  0.127
C  -1.518  0.848  0.678
C  -0.964  1.231  1.896
C  0.235  0.659  2.396
N  0.940  -0.275  1.622
N  0.391  -0.614  0.568
H  1.717  0.206  -1.845
H  -0.242  -1.969  -1.047
H  -2.394  1.317  0.371
H  -1.536  1.956  2.653
H  0.620  0.814  3.397

Its energy above the lowest of the compared OMol25 structures with the same formula, charge and spin is 462.92 kJ/mol. Its spin multiplicity is 1. For the lowest unoccupied orbital energy, the calculation gives -5.19 eV. Its SMILES is I/N=C/[C@@H]1c2cccn[n+]21. The value obtained for the molecular weight is 246.0 g/mol. Its total charge is +1.



2.
Here is C6H5InNO2 as an isolated structure in a non-equilibrium geometry from the Open Molecules 2025 dataset. Energies are from ωB97M-V/def2-TZVPD.

Cartesian coordinates (Å):
In  -8.648  0.410  -12.135
C  -14.404  1.932  -7.120
C  -13.276  1.155  -7.291
C  -12.312  1.485  -8.347
C  -12.444  2.599  -9.148
C  -13.601  3.326  -9.016
C  -14.627  2.999  -7.972
N  -11.434  2.947  -10.183
O  -10.531  2.148  -10.409
O  -11.550  4.004  -10.710
H  -15.222  1.525  -6.531
H  -13.254  0.210  -6.749
H  -11.440  0.862  -8.557
H  -13.901  4.135  -9.689
H  -15.545  3.586  -7.974

Its energy above the lowest of the compared OMol25 structures with the same formula, charge and spin is 71.61 kJ/mol. Its spin multiplicity is 1. For the lowest unoccupied orbital energy, the calculation gives -18.50 eV. The value obtained for the molecular weight is 237.9 g/mol. Its total charge is +3.



3.
Here is one molecule with the formula C6H5N in a non-equilibrium geometry from the Open Molecules 2025 dataset. Energies are from ωB97M-V/def2-TZVPD.

Cartesian coordinates (Å):
C  0.697  -0.879  2.347
C  0.208  -0.244  1.451
C  -0.312  0.885  0.748
N  -1.511  0.792  -0.099
C  -0.235  0.934  -0.786
C  0.300  -0.182  -1.578
C  0.732  -1.074  -2.270
H  1.078  -1.685  2.911
H  -0.117  1.603  1.619
H  -1.865  -0.165  -0.194
H  -0.108  1.892  -1.288
H  1.133  -1.877  -2.861

Its energy above the lowest of the compared OMol25 structures with the same formula, charge and spin is 421.11 kJ/mol. Its spin multiplicity is 1. For the lowest unoccupied orbital energy, the calculation gives 0.96 eV. Its SMILES is C#C[C@@H]1N[C@@H]1C#C. The value obtained for the molecular weight is 91.1 g/mol. Its total charge is 0.



4.
Here is one molecule with the formula C6H5N in a non-equilibrium geometry from the Open Molecules 2025 dataset. Energies are from ωB97M-V/def2-TZVPD.

Cartesian coordinates (Å):
H  1.481  -1.750  -0.136
N  1.173  -0.804  -0.102
C  0.039  -0.314  -0.022
C  -1.419  -1.198  -0.039
C  -2.137  0.026  -0.060
C  -1.752  1.195  0.013
C  -0.295  1.160  -0.038
C  0.509  2.211  -0.075
H  -1.325  -1.954  0.874
H  -1.333  -1.740  -0.880
H  1.638  2.065  -0.081
H  0.143  3.166  -0.070

Its energy above the lowest of the compared OMol25 structures with the same formula, charge and spin is 475.52 kJ/mol. Its spin multiplicity is 1. For the lowest unoccupied orbital energy, the calculation gives -0.22 eV. Its SMILES is [H]/N=C1\CC#CC1=C. The value obtained for the molecular weight is 91.1 g/mol. Its total charge is 0.



5.
Here is C6H5N2O5PmS as an isolated structure in a non-equilibrium geometry from the Open Molecules 2025 dataset. Energies are from ωB97M-V/def2-TZVPD.

Cartesian coordinates (Å):
O  1.321  1.838  -4.386
C  1.392  1.268  -3.346
Pm  0.412  0.631  -0.274
O  -1.738  2.086  -2.818
C  -0.973  1.754  -2.007
C  -1.654  0.025  1.220
O  -2.476  -0.174  2.013
C  1.551  -1.320  0.983
O  1.882  -2.298  1.507
C  -0.605  -1.428  -1.172
O  -1.040  -2.372  -1.640
H  1.508  -0.562  -1.456
N  1.138  0.758  3.567
C  0.624  1.827  2.919
N  -0.481  2.372  3.415
S  1.291  2.470  1.486
H  0.861  0.596  4.530
H  2.109  0.530  3.388
H  -0.756  3.274  3.019
H  -0.945  2.007  4.248

Its energy above the lowest of the compared OMol25 structures with the same formula, charge and spin is 63.60 kJ/mol. Its spin multiplicity is 5. For the lowest unoccupied orbital energy (spin up / spin down), the calculation gives -9.30 / -9.16 eV. The value obtained for the molecular weight is 362.2 g/mol. Its total charge is +2.



6.
Here is one molecule with the formula C6H5N3O from the Open Molecules 2025 dataset. Energies are from ωB97M-V/def2-TZVPD.

Cartesian coordinates (Å):
O  -0.343  3.147  0.533
C  -0.948  2.249  0.132
N  -1.830  1.587  -0.355
C  -2.153  0.301  -0.623
C  -1.345  -0.762  -0.458
C  0.020  -0.652  -0.032
N  0.604  0.422  0.395
C  1.971  0.080  0.622
N  2.154  -1.305  0.304
C  1.015  -1.733  -0.075
H  -3.156  0.190  -1.011
H  -1.713  -1.748  -0.700
H  2.268  0.271  1.657
H  2.619  0.698  -0.008
H  0.837  -2.746  -0.381

Its energy above the lowest of the compared OMol25 structures with the same formula, charge and spin is 80.62 kJ/mol. Its spin multiplicity is 1. For the lowest unoccupied orbital energy, the calculation gives -0.18 eV. Its SMILES is O=C=N/C=C\C1=NCN=C1. The value obtained for the molecular weight is 135.1 g/mol. Its total charge is 0.



7.
Here is an isolated ion of composition C6H5N3O3P and charge -1 in a non-equilibrium geometry from the Open Molecules 2025 dataset. Energies are from ωB97M-V/def2-TZVPD.

Cartesian coordinates (Å):
N  2.929  0.471  1.450
P  3.242  -0.937  0.704
O  4.485  -1.513  0.270
O  2.915  -1.893  2.127
O  2.025  -1.014  -0.533
C  0.958  -0.163  0.062
C  -0.216  0.386  -0.283
C  -1.103  0.611  -1.514
C  -2.360  0.913  -1.163
C  -2.374  0.926  0.409
C  -1.202  0.599  0.838
N  -0.319  0.050  1.988
N  0.773  -0.302  1.432
H  3.250  1.013  0.668
H  2.494  -1.369  2.800
H  -0.824  0.593  -2.598
H  -3.198  1.194  -1.873
H  -3.174  1.027  1.106

Its spin multiplicity is 1. For the lowest unoccupied orbital energy (spin up / spin down), the calculation gives 2.21 / 2.21 eV. Its SMILES is N=[P@@]([O-])(O)OC1=C2C=CC=C2N=N1. The value obtained for the molecular weight is 198.1 g/mol. Its total charge is -1.



8.
Here is one molecule with the formula C6H5N3S from the Open Molecules 2025 dataset. Energies are from ωB97M-V/def2-TZVPD.

Cartesian coordinates (Å):
S  -0.250  1.927  -1.928
C  -0.137  0.439  -1.201
N  -0.195  -0.795  -1.794
C  -0.073  -1.829  -0.882
C  0.061  -1.241  0.340
C  0.212  -1.691  1.700
N  0.314  -0.874  2.692
C  0.278  0.493  2.425
C  0.125  1.018  1.198
N  0.014  0.139  0.128
H  -0.318  -0.888  -2.803
H  -0.081  -2.876  -1.154
H  0.268  -2.741  1.897
H  0.338  1.167  3.303
H  0.056  2.075  0.944

Its energy above the lowest of the compared OMol25 structures with the same formula, charge and spin is 0.00 kJ/mol. Its spin multiplicity is 1. For the lowest unoccupied orbital energy, the calculation gives 0.03 eV. Its SMILES is S=c1[nH]cc2cnccn12. The value obtained for the molecular weight is 151.2 g/mol. Its total charge is 0.



9.
Here is one molecule with the formula C6H5NO in a non-equilibrium geometry from the Open Molecules 2025 dataset. Energies are from ωB97M-V/def2-TZVPD.

Cartesian coordinates (Å):
N  3.103  -1.243  -0.327
C  2.088  -0.758  -0.131
C  0.790  -0.310  0.130
C  -0.260  -0.962  0.894
C  -0.592  -0.474  -0.466
C  -1.029  0.959  -0.626
C  0.306  1.485  -0.088
O  0.744  2.445  0.457
H  -0.841  -0.351  1.610
H  -0.253  -2.067  1.137
H  -0.930  -1.311  -1.097
H  -1.900  1.148  0.031
H  -1.227  1.439  -1.523

Its energy above the lowest of the compared OMol25 structures with the same formula, charge and spin is 221.97 kJ/mol. Its spin multiplicity is 1. For the lowest unoccupied orbital energy, the calculation gives -0.01 eV. Its SMILES is N#C[C@]12C[C@H]1CC2=O. The value obtained for the molecular weight is 107.1 g/mol. Its total charge is 0.



10.
Here is a 2-piece molecular cluster, C6H5NO overall in a non-equilibrium geometry from the Open Molecules 2025 dataset. Energies are from ωB97M-V/def2-TZVPD.

Cartesian coordinates (Å):
C  1.337  -0.587  0.514
C  0.953  -1.020  -0.932
C  -0.206  -0.566  -1.371
C  -0.723  0.316  -0.444
C  -1.614  1.538  1.025
C  0.376  0.702  0.442
H  0.896  -1.845  1.074
H  2.522  -0.416  0.598
H  1.525  -1.688  -1.620
H  -0.843  -1.143  -2.047
H  -1.811  2.547  1.471
N  -2.006  0.905  -0.121
O  -0.406  1.259  1.412

Its energy above the lowest of the compared OMol25 structures with the same formula, charge and spin is 405.96 kJ/mol. Its spin multiplicity is 1. For the lowest unoccupied orbital energy, the calculation gives -0.11 eV. The value obtained for the molecular weight is 107.1 g/mol. Its total charge is 0.



| no. | E_tot (a.u.) |
| --- | --- |
| 1 | -693.1164 |
| 2 | -625.5136 |
| 3 | -286.1828 |
| 4 | -286.1621 |
| 5 | -1723.2372 |
| 6 | -471.1157 |
| 7 | -962.9166 |
| 8 | -794.0914 |
| 9 | -361.4997 |
| 10 | -361.4296 |